Record 1
Here is the molecule C6H11N in a non-equilibrium geometry from OMol25. Energies are from the ωB97M-V functional and the def2-TZVPD basis.

Each line ends with the natural charge from an NBO analysis.
Cartesian coordinates (Å):
C: -1.5514 -1.2842 0.8452  -0.4139
N: -0.1514 -0.8469 1.1482  -0.6395
C: 0.2786 0.2334 0.2897  0.1114
C: 0.9247 0.1596 -0.8777  -0.2214
C: 1.4485 -1.0767 -1.5319  -0.6498
C: -0.5416 2.5583 0.2100  -0.3963
C: -0.1065 1.4959 0.9035  -0.2143
H: -1.6184 -1.9661 -0.0024  0.1816
H: -2.0797 -0.3710 0.5426  0.2042
H: -1.9879 -1.6570 1.7758  0.2009
H: 0.5307 -1.6033 1.0478  0.3592
H: 1.4502 1.0718 -1.1611  0.2088
H: 1.0113 -1.1715 -2.5343  0.2228
H: 1.1906 -2.0357 -1.0715  0.2046
H: 2.5390 -0.9932 -1.5072  0.2203
H: -0.6715 3.4601 0.7736  0.2030
H: -0.6740 2.4392 -0.8777  0.2037
H: 0.0088 1.5873 2.0273  0.2147

As for the gap between HOMO and LUMO: 9.569 eV. As for the spin multiplicity: 1. The calculation puts the relative energy (zero: lowest compared OMol25 entry of this formula, charge and spin) at 43.1 kcal per mole. The lowest unoccupied orbital energy comes out at 1.08 eV. The HOMO energy is -8.49 eV.



Record 2
Here is a structure of composition F8H4N4NaO18S8 in a non-equilibrium geometry from OMol25. Energies are from the ωB97M-V functional and the def2-TZVPD basis.

Each line ends with the natural charge from an NBO analysis.
Cartesian coordinates (Å):
Na: -0.4290 0.1417 0.6527  0.9440
N: 3.3497 -3.5686 1.0932  -1.0862
S: 3.4412 -3.2888 2.6018  2.4151
O: 3.2360 -4.3900 3.5348  -0.9241
O: 3.1076 -1.9621 3.0192  -0.9078
F: 5.1069 -3.2166 2.5411  -0.5605
S: 1.6875 -3.4364 0.9977  2.4013
O: 1.2260 -2.0761 0.8226  -0.9318
O: 0.8640 -4.3473 1.7480  -0.8925
F: 1.6473 -4.0742 -0.4734  -0.5045
N: -3.1046 3.6285 -1.8861  -1.1001
S: -2.5259 2.0213 -1.7513  2.4187
O: -1.2594 1.8311 -1.0859  -0.9113
O: -2.9938 1.1795 -2.8121  -0.8930
F: -3.5470 1.6420 -0.5741  -0.5199
S: -2.4909 4.0263 -3.2358  2.4268
O: -3.4156 4.1349 -4.3522  -0.9486
O: -1.0929 3.8065 -3.5162  -0.8928
F: -2.4576 5.6346 -2.8442  -0.5680
N: 1.9966 -0.6530 -4.1532  -1.0944
S: 0.6334 -1.2284 -3.4133  2.4027
O: -0.5056 -1.4813 -4.2530  -0.9030
O: 0.3917 -0.8616 -2.0177  -0.9374
F: 1.2462 -2.6898 -3.2100  -0.5125
S: 1.5623 0.8501 -4.1055  2.4230
O: 2.0863 1.5917 -2.9777  -0.9486
O: 0.2433 1.2169 -4.5526  -0.8877
F: 2.5222 1.2904 -5.3220  -0.5295
N: -1.2273 0.0200 3.0341  -1.2381
S: -0.1298 -0.4105 4.2046  2.4290
O: 0.2953 -1.7695 4.2699  -0.8539
O: -0.2779 0.3517 5.4262  -0.9130
F: 1.1461 0.3223 3.5581  -0.4958
S: -2.4136 -0.7734 3.5263  2.4700
O: -2.9891 -0.4350 4.8145  -0.9271
O: -2.4713 -2.1402 3.0878  -0.9131
F: -3.4750 -0.0784 2.5752  -0.5229
O: 1.8224 0.9520 -0.0838  -0.9856
H: 1.6687 0.8065 -1.0331  0.5106
H: 2.6165 0.4457 0.1134  0.4783
O: -1.3868 2.4737 1.8155  -0.9575
H: -1.4554 1.6313 2.2842  0.4735
H: -2.2490 2.8827 1.9326  0.4681

As for the charge: -3. As for the gap between HOMO and LUMO: 8.594 eV. As for the spin multiplicity: 1. The calculation puts the relative energy (zero: lowest compared OMol25 entry of this formula, charge and spin) at 0.0 kcal per mole. The lowest unoccupied orbital energy comes out at 5.52 eV. The HOMO energy is -3.07 eV.



Record 3
Here is a cluster of 4 separate species, C3H16N2O2 in total in a non-equilibrium geometry from OMol25. Energies are from the ωB97M-V functional and the def2-TZVPD basis.

Each line ends with the natural charge from an NBO analysis.
Cartesian coordinates (Å):
C: -0.7291 0.9548 -0.1542  -0.2569
C: 0.4680 0.3974 -1.1304  -0.4328
C: 1.8417 1.1087 -0.6245  -0.2902
N: 2.5572 0.7432 0.6396  -0.7947
N: -1.4629 -0.1950 0.5245  -0.7560
H: -0.1693 1.6534 0.4948  0.2288
H: -1.2064 1.5482 -0.9432  0.2706
H: 0.3606 -0.5432 -1.6899  0.2606
H: 0.4747 1.2446 -1.8403  0.2534
H: 1.9540 2.1561 -0.9287  0.2560
H: 2.3384 0.4339 -1.3598  0.2591
H: 3.2689 1.5206 0.5841  0.4592
H: 2.2100 1.1941 1.4872  0.4046
H: 2.5123 -0.7009 1.1044  0.5778
H: -1.4706 0.1458 1.4742  0.4381
H: -2.5129 0.0375 0.2472  0.4954
H: -1.4507 -1.2127 0.4880  0.4620
H: -4.4267 -1.1560 -0.4993  0.5208
H: -4.6464 0.0370 0.5031  0.5135
O: -4.0741 -0.3146 -0.1878  -0.9630
H: 2.3130 -2.7672 1.0305  0.5201
H: 1.3200 -2.6810 -0.0061  0.5330
O: 1.8505 -2.0728 0.5365  -0.9594

As for the charge: +2. As for the gap between HOMO and LUMO: 10.756 eV. As for the spin multiplicity: 1. The calculation puts the relative energy (zero: lowest compared OMol25 entry of this formula, charge and spin) at 147.0 kcal per mole. The lowest unoccupied orbital energy comes out at -7.49 eV. The HOMO energy is -18.25 eV.